{
  "formula": "C14H10N7OPtSe2",
  "method": "wB97M-V/def2-TZVPD",
  "species": ["Pt", "Se", "Se", "O", "N", "N", "N", "N", "N", "N", "N", "C", "C", "C", "C", "C", "C", "C", "C", "C", "C", "C", "C", "C", "C", "H", "H", "H", "H", "H", "H", "H", "H", "H", "H"],
  "coordinates": [[-1.289139, -1.166669, -1.671228], [1.601117, 4.690177, 2.708167], [-1.406947, -2.936312, -3.213682], [-0.973620, -2.574015, 0.103782], [0.838759, -0.264894, -1.006171], [-1.852141, 1.009710, -3.767613], [2.396621, 3.483013, 1.643445], [-0.022933, 3.975138, 2.430761], [0.761602, -3.711178, -0.834472], [-1.715400, 0.282907, -0.215506], [-0.059211, -4.279438, 1.242997], [1.456443, 2.675503, 1.167636], [-2.947357, 0.506284, 0.188220], [-0.966540, 2.128876, 1.159741], [1.718954, 1.586744, 0.280927], [2.996451, 1.274401, -0.175911], [-3.282009, 1.511113, 1.095577], [-1.659356, 0.150899, -3.031812], [-0.696505, 1.051136, 0.254746], [3.173621, 0.206764, -1.033199], [2.053828, -0.534212, -1.418017], [0.119343, 2.945571, 1.604230], [0.624947, 0.779660, -0.168420], [-2.280507, 2.337343, 1.569270], [-0.135239, -3.465279, 0.143215], [4.149234, -0.060612, -1.407418], [-4.309508, 1.641109, 1.399979], [3.825098, 1.883535, 0.156095], [-0.581352, -3.987820, 2.051964], [2.155478, -1.380997, -2.084578], [0.760981, -4.840684, 1.393755], [-3.715888, -0.135083, -0.228978], [0.488220, -3.347619, -1.752394], [-2.485575, 3.148936, 2.251744], [1.258531, -4.584007, -0.836850]],
  "forces_ev_per_angstrom": [[-1.59, -0.43, -0.62], [-0.37, -0.82, -0.56], [0.38, -0.40, -0.42], [-0.44, 0.59, -0.06], [0.25, 0.57, 1.18], [-0.23, 1.12, -0.81], [-0.41, -0.34, -0.24], [0.04, -0.48, -0.38], [0.30, 0.27, 0.28], [1.22, 0.48, 0.15], [-0.08, -0.23, 0.34], [0.93, 1.29, 0.84], [-0.77, 0.32, 0.39], [-0.75, -1.22, -0.79], [-0.39, -1.12, -0.95], [-0.08, 0.03, 0.06], [0.24, -0.12, -0.17], [0.18, -1.41, 0.84], [-1.73, 0.90, 1.20], [-0.20, -0.01, -0.04], [0.43, 0.32, -0.04], [0.31, 1.44, 1.12], [2.28, -0.08, -0.52], [0.15, 0.00, -0.03], [0.62, -0.53, -0.18], [0.12, -0.03, 0.01], [-0.04, 0.00, -0.02], [0.07, 0.01, 0.00], [0.06, 0.01, -0.10], [-0.07, -0.10, -0.11], [-0.07, 0.09, 0.01], [0.15, -0.01, -0.04], [-0.37, -0.07, -0.41], [-0.04, 0.04, 0.05], [-0.11, -0.10, 0.01]],
  "orbital_gap_ha": [0.137, 0.109],
  "fmax_ev_per_a": 2.34,
  "energy_ev": -161099.9705,
  "charge": -1,
  "homo_ha": [-0.08907, -0.06709]
}